Entry 1:
The following is a quantum chemistry calculation of an isolated molecule of C5H14N2 in a non-equilibrium geometry, from OMol25.

Results
E_LUMO ... 1.2 eV
Charge ... 0
Energy ... -308.29207 Ha
Structure (SMILES) ... CNCC[C@H](C)N
ΔE to the lowest compared entry with this formula, charge and spin ... 82.2 kcal per mole
HOMO level ... -8.88 eV
Multiplicity ... 1

CARTESIAN COORDINATES (ANGSTROEM)
C: -0.541 -0.802 2.876
N: -0.409 -1.073 1.456
C: -1.189 0.068 0.672
C: -0.258 0.929 -0.318
C: 0.266 0.118 -1.484
C: 1.715 -0.392 -1.262
N: 0.018 1.113 -2.643
H: -1.294 -1.279 3.586
H: 0.477 -0.943 2.967
H: -0.622 0.230 3.094
H: -0.901 -1.954 1.326
H: -1.711 0.568 1.409
H: -1.927 -0.530 0.081
H: 0.724 1.189 0.120
H: -0.970 1.875 -0.489
H: -0.487 -0.715 -1.646
H: 2.371 -0.766 -2.092
H: 1.557 -1.230 -0.599
H: 2.255 0.575 -0.927
H: 0.525 2.083 -2.555
H: 0.400 0.935 -3.570

---

Entry 2:
The following is a quantum chemistry calculation of a structure of composition C5H34NO12S in a non-equilibrium geometry, from OMol25.

Results
E_LUMO ... 2.6 eV
Charge ... -1
Energy ... -1566.81491 Ha
ΔE to the lowest compared entry with this formula, charge and spin ... 8.3 kcal per mole
HOMO level ... -6.63 eV
Multiplicity ... 1

CARTESIAN COORDINATES (ANGSTROEM)
C: 0.717 -0.658 1.429
N: 1.823 -0.390 0.522
C: 1.846 1.042 0.105
O: 0.830 1.380 -0.766
C: 0.906 -0.073 2.832
C: 0.489 -1.012 3.941
C: -0.705 -1.955 3.719
S: -2.381 -1.449 3.227
H: 0.584 -1.744 1.416
H: -0.254 -0.348 1.052
H: 1.657 -0.883 -0.353
H: 1.720 1.629 1.022
H: 2.848 1.196 -0.301
H: 0.345 0.851 2.948
H: 1.952 0.236 2.862
H: 0.341 -0.569 4.932
H: 1.253 -1.751 4.224
H: -0.800 -2.592 4.602
H: -0.388 -2.686 2.972
H: -2.021 -0.633 2.226
H: 0.135 -1.493 -2.198
H: 0.522 -2.926 -2.087
O: 0.287 -2.182 -1.517
H: 0.355 0.966 -3.277
H: 0.730 0.645 -1.764
O: 0.506 0.130 -2.812
H: 1.488 2.605 -1.971
H: 1.373 4.083 -2.278
O: 1.826 3.290 -2.579
H: -2.187 0.301 -1.655
H: -1.111 0.122 -2.726
O: -2.099 0.304 -2.617
H: -0.724 1.985 -0.041
H: -1.772 2.977 -0.529
O: -1.462 2.547 0.291
H: -3.874 0.267 -3.305
H: -4.802 0.627 -2.159
O: -4.809 0.464 -3.106
H: -2.650 2.426 1.615
H: -2.643 3.161 3.038
O: -3.161 2.650 2.418
H: 2.858 -2.046 2.331
H: 3.418 -1.503 1.086
O: 3.562 -2.263 1.697
H: 1.765 -0.941 -3.753
H: 0.998 -1.686 -4.778
O: 1.816 -1.763 -4.275
H: -2.099 2.186 -2.883
H: -2.652 3.551 -2.213
O: -1.889 2.996 -2.387
H: 1.228 -3.549 0.106
H: 2.479 -3.455 1.064
O: 1.829 -4.064 0.652

---

Entry 3:
The following is a quantum chemistry calculation of a cluster of 2 separate species, C3H10N4 in total, from OMol25.

Results
E_LUMO ... 1.1 eV
Charge ... 0
Energy ... -339.29536 Ha
Structure (SMILES) ... [H]/N=C/N.N/C=C/N
ΔE to the lowest compared entry with this formula, charge and spin ... 20.5 kcal per mole
HOMO level ... -7.86 eV
Multiplicity ... 1

CARTESIAN COORDINATES (ANGSTROEM)
H: -1.350 -0.100 3.414
N: -1.087 -0.488 2.514
C: -1.894 -0.103 1.615
N: -1.644 -0.232 0.263
H: -2.859 0.357 1.852
H: -0.753 -0.633 -0.003
H: -2.402 -0.636 -0.268
N: 0.645 1.778 -0.216
C: 1.237 0.508 -0.474
C: 1.143 -0.083 -1.663
N: 1.642 -1.349 -2.020
H: 1.121 2.206 0.565
H: -0.322 1.647 0.066
H: 1.824 -0.006 0.289
H: 0.641 0.416 -2.491
H: 2.329 -1.702 -1.364
H: 2.088 -1.333 -2.925

---

Entry 4:
The following is a quantum chemistry calculation of a cluster of 2 separate species, Br5HSi2 in total in a non-equilibrium geometry, from OMol25.

Results
E_LUMO (alpha / beta) ... -1.8 / -1.8 eV
Charge ... 0
Energy ... -13449.78117 Ha
ΔE to the lowest compared entry with this formula, charge and spin ... 67.3 kcal per mole
HOMO level (alpha / beta) ... -8.44 / -8.18 eV
Multiplicity ... 1

CARTESIAN COORDINATES (ANGSTROEM)
Si: 0.932 1.004 0.113
Si: 4.655 0.002 -0.064
Br: 0.792 2.155 -1.782
Br: 0.458 2.102 1.995
Br: 6.065 1.688 0.485
Br: 4.788 -1.580 1.468
Br: 4.458 -0.824 -2.089
H: -0.063 0.025 -0.186

---

Entry 5:
The following is a quantum chemistry calculation of a structure of composition C42H40BeN2O6P2 in a non-equilibrium geometry, from OMol25.

Results
E_LUMO (alpha / beta) ... -1.6 / -1.6 eV
Charge ... 0
Energy ... -2882.40741 Ha
HOMO level (alpha / beta) ... -5.04 / -4.68 eV
Multiplicity ... 1

CARTESIAN COORDINATES (ANGSTROEM)
Be: 2.499 0.618 0.958
C: 3.944 -0.128 0.501
C: 4.006 0.526 1.724
C: 4.352 1.991 1.846
C: 3.336 2.844 1.057
C: 2.085 2.110 0.688
C: 1.914 1.520 -0.673
C: 3.181 1.258 -1.501
C: 4.320 0.495 -0.821
C: -3.087 0.577 -1.718
H: 3.948 -1.220 0.509
H: 4.094 -0.065 2.640
H: 5.380 2.214 1.521
H: 4.300 2.296 2.912
H: 3.079 3.731 1.646
H: 3.832 3.211 0.168
H: 1.166 2.524 1.082
H: 1.402 2.351 -1.220
H: 3.560 2.242 -1.844
H: 2.908 0.722 -2.414
H: 4.641 -0.310 -1.508
H: 5.192 1.164 -0.721
H: -2.792 -0.462 -1.902
H: -3.753 0.921 -2.516
H: -3.634 0.622 -0.768
P: 1.119 -1.313 0.358
P: -1.647 1.654 -1.651
C: 0.780 0.361 -0.769
C: -0.447 1.133 -0.493
C: 1.403 -1.273 2.244
C: 1.546 -0.272 3.258
C: 1.289 -0.565 4.605
C: 0.834 -1.823 5.019
C: 0.668 -2.803 4.028
C: 1.016 -2.541 2.713
C: 1.903 -2.875 -0.285
C: 1.594 -3.538 -1.494
C: 2.227 -4.748 -1.833
C: 3.197 -5.301 -0.987
C: 3.562 -4.637 0.183
C: 2.918 -3.438 0.516
C: -2.273 3.311 -1.184
C: -2.476 3.585 0.175
C: -2.905 4.843 0.601
C: -3.168 5.843 -0.339
C: -3.019 5.576 -1.699
C: -2.600 4.312 -2.120
C: -0.897 1.766 -3.303
C: -0.845 0.599 -4.083
C: -0.111 0.581 -5.278
C: 0.544 1.740 -5.713
C: 0.476 2.904 -4.952
C: -0.231 2.925 -3.745
H: 0.776 -0.052 -1.795
H: -0.426 1.729 0.412
H: 1.843 0.776 3.043
H: 1.437 0.201 5.387
H: 0.598 -2.062 6.058
H: 0.264 -3.790 4.246
H: 0.964 -3.357 1.999
H: 0.888 -3.092 -2.197
H: 1.990 -5.248 -2.767
H: 3.690 -6.226 -1.242
H: 4.348 -5.017 0.829
H: 3.243 -2.911 1.409
H: -2.295 2.805 0.909
H: -3.027 5.039 1.662
H: -3.489 6.829 -0.001
H: -3.230 6.362 -2.428
H: -2.511 4.127 -3.185
H: -1.377 -0.296 -3.762
H: -0.061 -0.332 -5.861
H: 1.116 1.722 -6.649
H: 0.980 3.811 -5.298
H: -0.267 3.842 -3.156
O: -0.429 -1.861 0.328
C: -1.336 -1.210 1.122
O: -1.110 -0.146 1.681
C: -2.629 -1.880 1.332
C: -3.510 -1.140 2.145
C: -4.781 -1.669 2.391
C: -5.146 -2.929 1.883
C: -4.236 -3.638 1.083
C: -2.968 -3.116 0.780
N: -4.600 -4.942 0.583
O: -5.734 -5.380 0.871
O: -3.780 -5.579 -0.114
N: -5.719 -0.877 3.146
O: -5.349 0.255 3.538
O: -6.855 -1.339 3.376
H: -3.217 -0.172 2.554
H: -6.119 -3.354 2.123
H: -2.264 -3.639 0.145

---

Entry 6:
The following is a quantum chemistry calculation of a structure of composition C7H11NPPm in a non-equilibrium geometry, from OMol25.

Results
⟨S²⟩ ... 6.014
E_LUMO (alpha / beta) ... -0.3 / -0.3 eV
Charge ... 0
Energy ... -1277.58975 Ha
HOMO level (alpha / beta) ... -5.40 / -5.42 eV
Multiplicity ... 5

CARTESIAN COORDINATES (ANGSTROEM)
C: -0.297 -0.830 -1.927
C: -0.605 0.113 -2.871
C: -0.423 1.535 -2.871
C: 0.283 2.287 -1.874
C: 0.817 1.898 -0.684
Pm: -0.767 0.390 -0.115
P: 0.165 -2.379 0.614
H: -0.259 -1.879 -2.248
H: -1.007 -0.255 -3.826
H: -0.699 2.061 -3.800
H: 1.572 2.561 -0.237
H: 0.367 3.338 -2.179
H: 1.432 -2.587 1.274
H: 0.233 -3.554 -0.203
H: -0.640 -2.965 1.653
C: 0.005 0.030 4.842
C: -0.072 0.075 3.403
N: -0.176 0.100 2.239
H: 0.914 -0.492 5.160
H: -0.867 -0.495 5.248
H: 0.025 1.048 5.246

---

Entry 7:
The following is a quantum chemistry calculation of an isolated molecule of C19H20F3N5O4S in a non-equilibrium geometry, from OMol25.

Results
E_LUMO ... -1.6 eV
Charge ... 0
Energy ... -2007.75244 Ha
Structure (SMILES) ... CC(=O)NCCCCc1cnc2c(CON=O)c(N=C=S)c(C)c(COC(F)(F)F)c2n1
HOMO level ... -8.67 eV
Multiplicity ... 1

CARTESIAN COORDINATES (ANGSTROEM)
C: 3.311 -3.475 -0.044
C: 3.917 -1.982 -0.447
O: 4.682 -1.957 -1.569
N: 3.681 -0.720 0.405
C: 4.083 0.533 -0.340
C: 3.504 1.934 0.334
C: 3.552 1.956 1.973
C: 2.103 2.340 2.684
C: 0.979 1.280 2.044
C: 1.178 -0.288 2.429
N: 0.247 -1.346 1.913
C: -0.835 -0.814 1.015
C: -1.898 -1.943 0.394
C: -1.682 -3.509 0.825
O: -2.264 -4.503 -0.085
N: -2.180 -5.676 0.620
O: -2.810 -6.560 0.061
C: -3.119 -1.410 -0.604
N: -4.131 -2.363 -1.235
C: -3.598 -2.777 -2.462
S: -2.838 -3.706 -3.713
C: -3.313 0.192 -0.961
C: -4.531 0.736 -1.922
C: -2.249 1.234 -0.276
C: -2.500 2.853 -0.611
O: -2.211 3.209 -2.009
C: -2.756 4.526 -2.371
F: -1.921 5.136 -3.469
F: -2.752 5.523 -1.265
F: -4.136 4.412 -2.956
C: -0.972 0.778 0.704
N: -0.098 1.899 1.197
H: 3.985 -4.362 -0.465
H: 3.367 -3.562 1.138
H: 2.192 -3.630 -0.397
H: 4.399 -0.827 1.179
H: 5.257 0.658 -0.376
H: 3.650 0.469 -1.434
H: 4.251 2.786 -0.032
H: 2.454 2.226 -0.128
H: 4.301 2.820 2.314
H: 4.000 0.964 2.443
H: 1.794 3.466 2.518
H: 2.228 2.165 3.836
H: 2.070 -0.596 3.128
H: -0.503 -3.697 0.811
H: -1.996 -3.642 1.961
H: -4.890 -0.175 -2.580
H: -5.392 1.128 -1.222
H: -4.160 1.568 -2.655
H: -3.622 3.181 -0.367
H: -1.826 3.546 0.071

---

Entry 8:
The following is a quantum chemistry calculation of a cluster of 2 separate species, C2HBr2N2 in total in a non-equilibrium geometry, from OMol25.

Results
E_LUMO ... -7.7 eV
Charge ... +1
Energy ... -5333.96605 Ha
ΔE to the lowest compared entry with this formula, charge and spin ... 20.8 kcal per mole
HOMO level ... -15.40 eV
Multiplicity ... 1

CARTESIAN COORDINATES (ANGSTROEM)
C: -1.306 -0.408 0.843
C: -2.258 -0.615 -0.001
N: 1.117 -1.633 -1.755
N: 0.156 -1.292 -2.156
Br: -1.413 1.517 1.321
Br: -3.117 -1.184 -1.425
H: -0.919 -1.185 1.500

---

Entry 9:
The following is a quantum chemistry calculation of a cluster of 10 separate species, C33H63ClN2O29PS in total in a non-equilibrium geometry, from OMol25.

Results
E_LUMO ... 1.7 eV
Charge ... -1
Energy ... -4786.50766 Ha
HOMO level ... -3.18 eV
Multiplicity ... 1

CARTESIAN COORDINATES (ANGSTROEM)
C: -4.736 0.405 -1.987
C: -3.311 -0.187 -1.993
C: -2.448 0.741 -1.155
C: -1.274 0.101 -0.436
S: 0.102 -0.530 -1.453
C: -0.381 -2.187 -1.647
N: -0.518 -2.866 -2.735
N: -0.906 -4.148 -2.342
C: -0.976 -4.115 -1.052
O: -0.642 -2.927 -0.529
P: -2.760 -0.311 -3.677
O: -4.175 0.044 -4.528
Cl: -1.560 1.519 -4.175
H: -5.450 -0.270 -2.444
H: -5.056 0.641 -0.974
H: -4.805 1.330 -2.564
H: -3.071 1.107 -0.336
H: -2.126 1.639 -1.691
H: -0.844 0.812 0.267
H: -1.644 -0.749 0.125
H: -1.262 -4.977 -0.483
H: -3.872 0.197 -5.427
C: -8.732 5.795 -0.453
O: -7.903 4.724 -0.895
C: -7.492 4.837 -2.162
O: -7.775 5.743 -2.905
O: -6.734 3.791 -2.446
C: -6.214 3.772 -3.780
H: -8.987 5.576 0.580
H: -8.198 6.742 -0.502
H: -9.641 5.851 -1.049
H: -5.583 4.641 -3.956
H: -7.026 3.745 -4.505
H: -5.617 2.869 -3.870
C: 1.256 2.555 -1.836
O: 1.309 3.420 -0.685
C: 2.239 4.363 -0.759
O: 3.006 4.539 -1.670
O: 2.196 5.097 0.358
C: 3.163 6.144 0.400
H: 0.466 1.837 -1.642
H: 1.012 3.120 -2.732
H: 2.199 2.029 -1.963
H: 3.008 6.843 -0.420
H: 4.172 5.740 0.363
H: 3.025 6.665 1.343
C: 1.207 -5.671 1.625
O: 0.521 -6.762 1.001
C: 0.812 -7.960 1.498
O: 1.577 -8.192 2.396
O: 0.115 -8.866 0.811
C: 0.335 -10.216 1.229
H: 0.874 -4.771 1.119
H: 0.950 -5.607 2.681
H: 2.284 -5.771 1.507
H: 0.035 -10.352 2.265
H: 1.381 -10.492 1.101
H: -0.285 -10.842 0.595
C: -5.234 -11.666 1.612
O: -4.875 -13.052 1.576
C: -3.565 -13.275 1.559
O: -2.706 -12.433 1.573
O: -3.366 -14.592 1.523
C: -1.989 -14.975 1.500
H: -6.319 -11.634 1.622
H: -4.846 -11.193 2.511
H: -4.862 -11.151 0.729
H: -1.478 -14.628 2.395
H: -1.496 -14.583 0.613
H: -1.977 -16.061 1.472
C: 5.073 -6.994 -4.136
O: 3.850 -7.740 -4.140
C: 3.369 -8.005 -2.930
O: 3.883 -7.685 -1.887
O: 2.234 -8.680 -3.060
C: 1.616 -9.018 -1.815
H: 5.344 -6.854 -5.178
H: 4.928 -6.024 -3.667
H: 5.860 -7.542 -3.623
H: 1.366 -8.121 -1.258
H: 2.272 -9.661 -1.227
H: 0.704 -9.555 -2.054
C: -0.772 4.203 1.404
O: -2.009 4.705 1.940
C: -1.913 5.232 3.149
O: -0.911 5.325 3.814
O: -3.125 5.658 3.521
C: -3.157 6.247 4.818
H: -0.999 3.806 0.421
H: -0.045 5.001 1.314
H: -0.381 3.406 2.033
H: -2.512 7.123 4.860
H: -2.860 5.526 5.578
H: -4.184 6.553 4.996
C: -4.067 12.530 6.429
O: -3.509 11.242 6.163
C: -2.182 11.236 6.044
O: -1.462 12.194 6.145
O: -1.795 9.988 5.798
C: -0.381 9.824 5.642
H: -5.141 12.386 6.500
H: -3.690 12.925 7.370
H: -3.844 13.220 5.618
H: 0.140 10.111 6.553
H: -0.018 10.409 4.801
H: -0.219 8.768 5.447
C: 4.106 8.316 -3.448
O: 4.171 9.196 -2.319
C: 5.112 10.129 -2.406
O: 5.878 10.284 -3.319
O: 5.063 10.872 -1.298
C: 6.028 11.922 -1.256
H: 3.309 7.605 -3.248
H: 3.877 8.870 -4.356
H: 5.041 7.773 -3.565
H: 5.876 12.617 -2.080
H: 7.038 11.519 -1.292
H: 5.876 12.438 -0.313
C: 9.843 -4.119 -0.653
O: 8.767 -4.628 0.133
C: 7.917 -5.406 -0.543
O: 8.009 -5.685 -1.712
O: 6.967 -5.808 0.287
C: 5.975 -6.654 -0.322
H: 10.447 -3.512 0.016
H: 10.447 -4.932 -1.052
H: 9.468 -3.501 -1.466
H: 6.435 -7.562 -0.705
H: 5.464 -6.130 -1.118
H: 5.263 -6.910 0.455

---

Entry 10:
The following is a quantum chemistry calculation of a structure of composition C3H4N4 in a non-equilibrium geometry, from OMol25.

Results
E_LUMO ... -0.6 eV
Charge ... 0
Energy ... -335.55553 Ha
ΔE to the lowest compared entry with this formula, charge and spin ... 136.7 kcal per mole
HOMO level ... -10.19 eV
Multiplicity ... 1

CARTESIAN COORDINATES (ANGSTROEM)
C: 2.207 -0.120 0.156
C: 0.702 -0.143 -0.237
C: -0.812 1.111 -0.065
H: 2.990 0.350 -0.693
H: 2.380 0.677 1.135
H: 2.398 -1.143 0.393
H: -1.267 2.000 -0.062
N: 0.446 1.111 -0.074
N: -1.880 0.193 0.158
N: -1.302 -1.029 0.079
N: 0.009 -1.271 -0.148

---

Question: Which value of multiplicity does entry 1 give?
Answer: 1